# 1
{"formula": "C19H28BN10PdS", "method": "wB97M-V/def2-TZVPD", "spin_multiplicity": 5, "gap_ev": [7.3, 4.7], "largest_force_ev_per_a": 0.69, "s_squared": 6.034, "e_lumo_ev": [-3.5612, -6.2140], "homo_energy_ha": [-0.400, -0.399], "charge": 1, "elements": ["Pd", "C", "C", "N", "C", "S", "N", "N", "C", "C", "C", "C", "C", "C", "C", "N", "H", "H", "H", "H", "H", "H", "H", "H", "H", "H", "H", "H", "H", "C", "C", "C", "C", "C", "C", "N", "H", "H", "H", "H", "H", "H", "H", "H", "B", "C", "N", "H", "H", "H", "N", "C", "N", "N", "C", "N", "H", "H", "H", "H"], "coordinates": [[-0.95085, -0.01167, -0.50840], [3.95644, 1.13268, -3.83827], [3.45367, -0.30042, -3.93099], [1.99584, -0.40297, -3.87825], [1.29281, -0.30678, -2.74048], [-0.45363, -0.43380, -2.90628], [1.96439, -0.10658, -1.62253], [1.20750, -0.12623, -0.48325], [1.79306, 0.16324, 0.62102], [3.21816, 0.58714, 0.74246], [0.94505, -0.01991, 1.85447], [1.50345, 0.06242, 3.11689], [0.70455, -0.20618, 4.22647], [-0.61663, -0.55942, 4.03769], [-1.10581, -0.61306, 2.73644], [-0.34670, -0.34630, 1.68286], [5.02496, 1.16607, -4.04897], [3.79341, 1.54426, -2.84269], [3.45005, 1.77012, -4.56424], [3.85866, -0.90703, -3.12127], [3.76207, -0.75313, -4.87153], [1.47959, -0.54554, -4.72968], [3.57188, 0.98679, -0.20201], [3.85561, -0.26124, 1.00527], [3.32699, 1.34207, 1.51943], [2.54462, 0.31893, 3.24427], [1.12035, -0.14018, 5.22325], [-1.26997, -0.77618, 4.87152], [-2.14010, -0.86381, 2.52502], [0.36010, 2.90631, -2.43986], [-0.37024, 3.20836, -1.18382], [-0.63537, 4.53744, -0.69087], [-1.33918, 4.38204, 0.45266], [-1.48822, 2.95545, 0.64729], [-2.23786, 2.33895, 1.76342], [-0.87226, 2.27093, -0.34691], [0.52564, 3.81760, -3.01027], [-0.20626, 2.21321, -3.06270], [1.33225, 2.45301, -2.22517], [-0.33905, 5.45117, -1.18113], [-1.74469, 5.14091, 1.10291], [-2.97838, 3.03985, 2.14549], [-1.55717, 2.10244, 2.58893], [-2.74232, 1.42979, 1.44216], [-5.72906, -0.31628, -0.01507], [-4.19173, -0.06123, -0.25167], [-3.05935, 0.10556, -0.41968], [-5.92841, -1.48109, -0.29202], [-6.32169, 0.43961, -0.75714], [-5.94572, -0.07294, 1.15807], [-0.34410, -6.44724, 1.28117], [-0.50355, -5.12984, 1.10880], [-0.42240, -4.33027, 2.19332], [-0.73100, -4.69135, -0.10642], [-0.89639, -3.41144, -0.30433], [-1.07685, -2.29881, -0.56948], [-0.14731, -6.85818, 2.17424], [-0.39630, -7.03573, 0.46817], [-0.32942, -4.70117, 3.12119], [-0.62314, -3.35035, 2.09053]], "forces_ev_per_a": [[-0.2530, -0.2846, -0.1474], [-0.0144, 0.0346, -0.0028], [-0.0501, -0.0227, -0.0521], [-0.0802, 0.0237, -0.0096], [0.5256, 0.0440, 0.2854], [-0.0486, 0.0568, 0.1389], [-0.5083, -0.1214, -0.0470], [0.3219, 0.3007, -0.4311], [-0.3306, -0.1696, 0.5806], [0.0245, -0.0631, -0.0100], [0.3751, 0.0042, -0.4053], [-0.0733, -0.0393, 0.3126], [0.1881, 0.0548, -0.1004], [-0.1141, -0.0619, -0.0783], [-0.0401, -0.0304, 0.0245], [0.0730, 0.3668, -0.1459], [0.0045, -0.0109, 0.0274], [-0.0267, -0.0029, -0.0004], [0.0216, -0.0226, -0.0154], [0.0269, 0.0032, 0.0041], [-0.0187, 0.0006, -0.0177], [0.0131, 0.0092, -0.0102], [-0.0005, -0.0054, -0.0254], [-0.0308, -0.0048, 0.0142], [-0.0002, 0.0150, -0.0238], [-0.0146, -0.0026, 0.0153], [0.0020, -0.0024, -0.0120], [-0.0008, 0.0046, -0.0189], [-0.0160, 0.0404, 0.0010], [0.0053, 0.0352, 0.0798], [0.2022, 0.0987, -0.0765], [0.0418, -0.1204, -0.1775], [-0.0659, -0.1995, 0.1217], [-0.1166, 0.1641, 0.0474], [0.0368, -0.0051, 0.0263], [-0.0852, 0.0743, 0.0939], [0.0103, 0.0072, 0.0147], [-0.0267, -0.0140, -0.0127], [-0.0260, -0.0196, -0.0114], [0.0015, -0.0236, -0.0044], [0.0006, -0.0287, 0.0009], [0.0104, 0.0093, 0.0012], [-0.0064, 0.0127, -0.0139], [0.0359, 0.0317, 0.0397], [-0.0169, 0.0931, -0.0155], [-0.1150, -0.1313, -0.0485], [0.0102, -0.0768, -0.0036], [0.0328, 0.0716, 0.0418], [0.0316, -0.0626, 0.0837], [0.0382, -0.0189, -0.0741], [0.0354, 0.0314, -0.0816], [-0.0665, 0.0011, 0.3401], [0.0709, -0.0098, -0.0837], [0.0343, 0.1184, -0.2370], [-0.1072, -0.2182, -0.1026], [0.1486, 0.0937, 0.1592], [-0.0137, -0.0030, 0.0074], [-0.0088, -0.0135, 0.0068], [-0.0315, -0.0224, 0.0039], [-0.0158, 0.0110, 0.0239]], "mulliken_charge": [0.078, -0.946, -0.418, -0.170, 0.519, -0.036, -1.213, 1.085, 0.930, -1.613, 0.413, -0.635, -0.737, -0.731, -1.007, 0.719, 0.363, 0.160, 0.302, 0.233, 0.445, 0.235, 0.236, 0.333, 0.496, 0.450, 0.448, 0.543, 0.624, -0.911, 0.456, -0.769, -0.966, 0.454, -0.994, 0.791, 0.433, 0.163, 0.104, 0.479, 0.509, 0.483, 0.156, 0.035, 0.171, 0.175, -0.822, -0.111, -0.113, -0.130, -0.362, 0.626, -0.345, -0.704, 0.462, -0.181, 0.190, 0.251, 0.214, 0.149]}

# 2
{"formula": "C10H14Si", "method": "wB97M-V/def2-TZVPD", "gap_ev": 8.3, "largest_force_ev_per_a": 4.27, "e_lumo_ev": 0.5472, "homo_energy_ha": -0.286, "elements": ["C", "C", "C", "C", "C", "C", "C", "C", "C", "C", "Si", "H", "H", "H", "H", "H", "H", "H", "H", "H", "H", "H", "H", "H", "H"], "coordinates": [[1.95542, 0.71816, 2.92167], [1.73022, -0.64580, 2.78963], [1.35489, 1.63215, 2.03194], [1.16901, -1.14022, 1.60775], [0.76678, 1.13774, 0.83732], [0.82629, -0.23458, 0.63213], [-0.18398, 1.98598, -0.03679], [-1.35613, 1.16922, -0.59796], [0.01774, -0.73690, -3.11108], [-2.08798, -1.99090, -1.31439], [-0.87240, -0.42878, -1.47897], [2.34660, 1.03835, 3.90071], [2.10602, -1.28397, 3.58845], [1.36593, 2.72947, 2.31348], [1.06271, -2.26396, 1.37461], [-0.41826, 2.79620, 0.61602], [0.51474, 2.31390, -0.91003], [-2.06087, 0.71311, 0.25466], [-1.97872, 1.75593, -1.15796], [0.56470, 0.27063, -3.50416], [0.69203, -1.61737, -3.05703], [-0.63567, -1.00293, -3.97260], [-1.40310, -2.94551, -1.60498], [-2.51684, -2.13302, -0.27924], [-2.95912, -1.83690, -1.84318]], "forces_ev_per_a": [[-1.1939, 0.3994, 0.7525], [0.7571, -0.1833, -0.3214], [0.3758, 0.4975, -0.2420], [0.5769, -1.7185, -0.5066], [-0.3852, -0.2002, 1.3560], [-2.6330, -0.2154, -2.5794], [2.9101, -1.2146, -1.2409], [-0.1085, -2.1638, 2.4211], [0.8154, 2.2209, -1.6571], [3.5725, -0.7030, 2.2366], [1.3520, -1.8681, 2.7988], [0.0135, 0.1747, -0.7408], [-0.2750, -0.1230, -0.2418], [-0.0899, -1.3341, -0.5645], [0.2012, 1.8763, 0.7143], [-0.7145, 0.9331, -0.1561], [-1.5013, 0.0356, 1.2194], [1.6168, 0.9993, -1.4911], [-1.6746, 1.7711, -1.5580], [-0.8285, -2.5610, 1.0702], [-0.0153, 0.8665, 0.3022], [-0.1185, 0.2739, 0.7356], [-2.0436, 2.2068, 0.4851], [1.0255, 0.0848, -0.7472], [-1.6350, -0.0551, -2.0450]], "mulliken_charge": [-0.647, -0.288, -0.455, -0.428, 0.614, -0.059, -0.786, -0.875, -0.993, -1.036, 0.442, 0.293, 0.341, 0.242, 0.267, 0.453, 0.198, 0.247, 0.586, 0.254, 0.330, 0.342, 0.213, 0.332, 0.414]}

# 3
{"formula": "C18H27N3O2", "method": "wB97M-V/def2-TZVPD", "smiles": "CCCC(=O)Nc1ccc(N2CCN(C(=O)CCC)CC2)cc1", "gap_ev": 8.0, "largest_force_ev_per_a": 0.57, "e_lumo_ev": 0.6160, "homo_energy_ha": -0.272, "elements": ["C", "C", "C", "C", "O", "N", "C", "C", "C", "C", "N", "C", "C", "N", "C", "O", "C", "C", "C", "C", "C", "C", "C", "H", "H", "H", "H", "H", "H", "H", "H", "H", "H", "H", "H", "H", "H", "H", "H", "H", "H", "H", "H", "H", "H", "H", "H", "H", "H", "H"], "coordinates": [[-3.28688, 6.63609, 5.49804], [-3.23544, 5.46777, 4.52318], [-1.95347, 4.64805, 4.68363], [-2.00756, 3.40992, 3.79918], [-2.96984, 2.67273, 3.78579], [-0.88695, 3.22693, 3.04909], [-0.59428, 2.20506, 2.13317], [-1.46706, 1.16210, 1.84592], [-1.12422, 0.19700, 0.92088], [0.10379, 0.22822, 0.25187], [0.47079, -0.74350, -0.65553], [-0.32339, -1.93614, -0.82832], [0.49442, -3.01660, -1.53356], [0.90540, -2.56203, -2.84390], [1.39533, -3.35621, -3.83057], [1.75898, -2.88654, -4.89121], [1.42839, -4.84361, -3.52320], [2.16079, -5.62933, -4.61041], [3.66445, -5.38993, -4.56598], [0.92396, -1.12377, -3.02312], [1.38565, -0.44390, -1.73885], [0.98188, 1.27341, 0.56318], [0.63453, 2.24249, 1.47961], [-3.25571, 6.27938, 6.52522], [-2.44270, 7.30519, 5.34169], [-4.20344, 7.20422, 5.36013], [-4.08760, 4.80642, 4.68566], [-3.29535, 5.84132, 3.49820], [-1.87749, 4.30820, 5.71995], [-1.07986, 5.26282, 4.45880], [-0.14827, 3.90934, 3.14786], [-2.42123, 1.11718, 2.34254], [-1.84020, -0.58121, 0.71221], [-1.24298, -1.74528, -1.40392], [-0.61002, -2.31288, 0.15735], [1.37169, -3.25835, -0.91699], [-0.12013, -3.91636, -1.62367], [0.39533, -5.19457, -3.44746], [1.91289, -5.00524, -2.55790], [1.77782, -5.31879, -5.58327], [1.95333, -6.69402, -4.48147], [3.87588, -4.33727, -4.73176], [4.16294, -5.96682, -5.34101], [4.07420, -5.68370, -3.60082], [1.60697, -0.90553, -3.84716], [-0.07310, -0.76108, -3.30043], [1.41903, 0.63570, -1.90601], [2.40087, -0.78783, -1.49296], [1.95403, 1.32217, 0.09871], [1.33382, 3.03877, 1.69760]], "forces_ev_per_a": [[-0.0216, -0.1337, -0.1999], [0.1219, 0.0163, 0.1566], [-0.4003, -0.0739, -0.1164], [0.3157, 0.4106, 0.2489], [-0.2170, -0.1668, -0.0105], [0.4047, 0.2540, -0.0379], [-0.0358, -0.3266, -0.2058], [-0.0745, 0.1540, 0.1714], [0.2127, -0.1003, -0.1932], [-0.0682, 0.1239, 0.2462], [-0.0040, -0.2729, -0.1604], [-0.0217, -0.1254, -0.0029], [-0.0978, -0.2485, 0.3315], [-0.0755, 0.3436, 0.0458], [-0.1740, -0.1599, 0.3094], [0.1501, -0.0480, -0.4054], [0.1317, -0.1355, -0.4508], [0.0418, 0.1302, 0.1461], [-0.1801, -0.0328, -0.0810], [0.1853, 0.2891, -0.1339], [0.1563, -0.0251, -0.1787], [-0.0241, -0.0029, -0.0668], [-0.1993, -0.0013, 0.0665], [0.0060, 0.0078, 0.1336], [0.0662, 0.1158, 0.0446], [-0.0587, 0.1064, 0.0503], [0.0270, 0.0017, -0.0893], [-0.0582, -0.0507, -0.0332], [0.0720, -0.0126, -0.0054], [0.0429, -0.0021, 0.0509], [-0.2661, -0.0652, 0.0908], [-0.0304, 0.0033, 0.0119], [-0.0666, -0.0899, -0.0424], [-0.0197, -0.0591, 0.0904], [-0.0339, -0.0197, -0.1144], [-0.1287, -0.0275, 0.0210], [0.0653, 0.0733, 0.0761], [-0.0102, 0.0293, 0.1342], [-0.0888, -0.0322, 0.0912], [-0.0474, -0.0819, 0.0114], [-0.0525, 0.0229, -0.0269], [0.0887, 0.0833, -0.0142], [0.1271, -0.0330, -0.0410], [0.0873, -0.0428, 0.0908], [-0.1337, 0.0353, 0.1408], [0.0981, 0.0461, -0.0187], [0.0167, -0.0723, 0.0071], [-0.0030, 0.1343, -0.1170], [0.0966, -0.0129, -0.0417], [0.0780, 0.0744, 0.0201]], "mulliken_charge": [-1.239, -0.289, -0.533, 0.491, -0.657, -0.167, 0.717, -0.681, -0.522, 0.569, 0.305, -1.120, -0.987, 0.286, 0.608, -0.677, -0.627, -0.552, -1.165, -1.179, -0.751, -0.670, -0.827, 0.330, 0.328, 0.353, 0.288, 0.304, 0.302, 0.219, 0.174, 0.513, 0.378, 0.369, 0.679, 0.292, 0.503, 0.353, 0.348, 0.304, 0.370, 0.300, 0.344, 0.296, 0.460, 0.240, 0.680, 0.237, 0.410, 0.293]}